A single C3H9N3S molecule, computed with wB97M-V/def2-TZVPD.

Calculated values
Energy = -682.0442 hartree
Energy above the lowest of the compared OMol25 structures with the same formula, charge and spin = 319.42 kJ/mol
Structure (SMILES) = C/C(=N/S)N(C)N
Total charge = 0
Max |F| = 4.06 eV Å⁻¹
Gap between HOMO and LUMO = 8.8 eV

Atoms and positions in Å:
C (-1.452, -1.399, 0.898)
C (-0.556, -0.364, 0.301)
N (-0.899, 0.895, 0.375)
S (-0.427, 2.126, -0.548)
N (0.667, -0.731, -0.317)
C (0.886, -2.212, -0.485)
N (1.879, -0.146, 0.331)
H (-0.843, -2.053, 1.655)
H (-1.924, -2.076, 0.260)
H (-2.376, -0.910, 1.439)
H (0.502, 1.510, -1.437)
H (2.066, -2.280, -0.678)
H (0.210, -2.580, -1.362)
H (0.776, -2.774, 0.498)
H (2.084, 0.918, 0.020)
H (1.538, -0.046, 1.366)